No. 1
Entry from the OMol25 dataset: C2H3NOS2 in the gas phase at a distorted geometry (the ωB97M-V functional and the def2-TZVPD basis).

Cartesian coordinates (Å):
O: -1.41820 -2.13293 1.90138
C: -1.09774 -1.02629 1.32871
S: 0.54919 -0.62653 0.98505
N: 0.38736 0.61016 -0.14222
C: 0.86418 0.47656 -1.39267
S: 1.13353 1.73953 -2.41262
H: -1.78950 -0.00544 0.97417
H: 0.23420 1.52006 0.10227
H: 1.13698 -0.55513 -1.34406

## Properties
Total energy = -1004.30449 Ha
Relative energy (zero: lowest compared OMol25 entry of this formula, charge and spin) = 218.05 kJ/mol
LUMO = -0.011 Eh
Structure (SMILES) = O=CSNC=S

No. 2
Entry from the OMol25 dataset: 6 unconnected molecules or ions with the total composition C22H43BFN4O20P2S at a distorted geometry (the ωB97M-V functional and the def2-TZVPD basis).

Cartesian coordinates (Å):
C: 1.65561 -4.62984 2.43778
C: 1.11899 -3.33557 2.17430
C: 0.45618 -1.86625 1.75476
C: -0.83265 -2.24199 0.75982
N: -2.30561 -2.11169 1.14008
C: -3.21620 -2.57988 0.02819
N: -4.57839 -2.68717 -0.08566
C: -5.41891 -2.21692 1.11615
B: -6.57522 -1.09129 0.67277
O: -6.10090 0.18153 0.09116
O: -8.03601 -1.42118 0.83202
P: -5.48626 -3.31888 -1.48174
S: -7.00381 -4.44326 -0.86987
N: -2.19971 -2.93697 -1.02958
F: -2.30307 -3.38990 -2.29955
N: -0.84725 -2.77857 -0.65500
C: 0.40020 -3.08424 -1.45868
P: 1.26750 -1.56157 -2.21889
O: 0.63269 -1.17486 -3.64371
O: 1.28444 -0.14380 -1.19506
O: 2.94673 -2.01780 -2.57348
H: 1.79748 -5.81375 2.40083
H: -0.03529 -1.31681 2.69296
H: 1.24759 -1.17479 1.23526
H: -5.97615 -3.14258 1.61898
H: -4.78267 -1.70737 1.95564
H: -6.15507 0.03474 -0.91888
H: -8.32726 -1.73761 -0.09550
H: -4.73694 -4.15936 -2.37860
H: -6.12681 -2.17639 -2.14715
H: 1.17677 -3.60920 -0.72800
H: 0.21626 -3.85784 -2.33844
H: 2.10039 -0.26698 -0.61195
H: 3.17927 -2.86777 -2.08746
C: 5.73054 -8.52959 2.17241
O: 5.33371 -9.09868 0.92618
C: 4.06733 -8.78961 0.54933
O: 3.28339 -8.09187 1.17358
O: 3.82434 -9.39116 -0.64246
C: 2.51910 -9.15187 -1.16532
H: 6.75874 -8.84201 2.37442
H: 5.70642 -7.43615 2.12254
H: 5.09369 -8.89561 2.98422
H: 2.36656 -8.08337 -1.34856
H: 1.75389 -9.54280 -0.48695
H: 2.43511 -9.67975 -2.11915
C: 1.80061 1.42299 -4.18317
O: 2.92948 2.27697 -4.00768
C: 3.77182 2.31440 -5.07085
O: 3.63570 1.69740 -6.11577
O: 4.79174 3.15736 -4.77009
C: 5.76295 3.29634 -5.80534
H: 1.19646 1.47019 -3.27300
H: 1.18576 1.76356 -5.02260
H: 2.12002 0.38631 -4.33101
H: 5.30655 3.71171 -6.70960
H: 6.24077 2.33456 -6.01800
H: 6.53098 3.99226 -5.45701
C: -5.05716 2.95732 1.66514
O: -5.25389 4.36882 1.72355
C: -6.13138 4.84861 0.80645
O: -6.73423 4.18688 -0.02408
O: -6.22208 6.19215 0.97361
C: -7.11726 6.83691 0.06960
H: -4.33741 2.68404 2.44159
H: -5.99501 2.42836 1.86344
H: -4.64398 2.66494 0.69438
H: -8.13739 6.46304 0.20404
H: -6.78641 6.69965 -0.96494
H: -7.11097 7.90713 0.29346
C: -1.75716 -0.62554 7.30514
O: -1.95389 0.78596 7.36355
C: -2.83138 1.26575 6.44645
O: -3.43423 0.60402 5.61592
O: -2.92208 2.60929 6.61361
C: -3.81726 3.25406 5.70960
H: -1.03741 -0.89882 8.08159
H: -2.69501 -1.15450 7.50344
H: -1.34398 -0.91792 6.33438
H: -4.83739 2.88019 5.84404
H: -3.48641 3.11679 4.67506
H: -3.81097 4.32427 5.93346
C: 5.57858 5.31959 -2.48789
O: 6.69733 6.08551 -2.93088
C: 7.06906 7.07459 -2.07952
O: 6.53736 7.34017 -1.01282
O: 8.13494 7.71686 -2.62050
C: 8.63754 8.79058 -1.82752
H: 5.36911 4.55861 -3.24462
H: 5.80672 4.81327 -1.54436
H: 4.69285 5.95458 -2.38378
H: 8.98788 8.42308 -0.85762
H: 7.87409 9.56434 -1.69706
H: 9.48737 9.23164 -2.35550

## Properties
Total energy = -3792.93559 Ha
LUMO = -0.169 Eh
Net charge = +1

No. 3
Entry from the OMol25 dataset: a molecular structure, C35H40GeN5O2OsS2SeSi at a distorted geometry (the ωB97M-V functional and the def2-TZVPD basis).

Cartesian coordinates (Å):
Os: 12.34025 11.09660 12.88584
N: 13.93192 11.28764 17.02327
C: 13.31949 11.38098 15.83942
S: 14.18409 10.74821 14.39266
N: 12.14007 11.92992 15.84660
N: 11.50292 12.05277 14.64751
C: 10.38672 12.68628 14.65350
C: 9.61959 13.07580 13.48330
C: 8.37206 13.63102 13.67852
C: 7.61732 13.97176 12.56046
C: 8.13577 13.80438 11.28323
C: 9.44365 13.37171 11.08875
C: 10.17404 12.99294 12.20995
O: 11.43350 12.57146 12.06471
H: 14.81746 10.84174 17.13728
H: 13.43656 11.60020 17.85786
H: 9.97792 12.96361 15.63344
H: 7.96261 13.74276 14.69246
H: 6.61242 14.34974 12.70147
H: 7.51221 14.11604 10.45140
H: 9.86236 13.26960 10.06954
O: 11.33120 9.45552 14.22930
Si: 11.26458 7.76190 14.54242
C: 9.51273 7.54131 15.11026
C: 8.96278 8.49501 15.98703
C: 7.69381 8.32998 16.53370
C: 6.94859 7.22722 16.19527
C: 7.47663 6.25482 15.37106
C: 8.76417 6.37851 14.84958
C: 11.60175 6.78333 12.99412
C: 10.60247 6.41110 12.09813
C: 10.90576 5.69187 10.95317
C: 12.20257 5.32164 10.64534
C: 13.20493 5.71637 11.49645
C: 12.90757 6.41522 12.66064
C: 12.47308 7.53972 15.84251
C: 12.50094 8.44434 16.90824
C: 13.04553 8.04672 18.13563
C: 13.55546 6.77873 18.26931
C: 13.62070 5.89889 17.19157
C: 13.06555 6.27425 15.96391
H: 9.57891 9.37054 16.23415
H: 7.24773 9.07540 17.18650
H: 5.94630 7.12715 16.57550
H: 6.87562 5.38580 15.14914
H: 9.13745 5.57683 14.22353
H: 9.57085 6.72732 12.23229
H: 10.08103 5.41808 10.29065
H: 12.42585 4.74187 9.76839
H: 14.24920 5.47654 11.28420
H: 13.74186 6.68881 13.29255
H: 11.98768 9.41436 16.82649
H: 13.03062 8.71039 19.01315
H: 13.96497 6.44945 19.20728
H: 14.02920 4.91100 17.34622
H: 13.02932 5.51213 15.18998
C: 14.04985 11.27955 7.43847
Ge: 15.08100 9.87722 8.31575
C: 14.12247 8.20336 8.36445
C: 16.91267 9.80714 7.62468
C: 15.20854 10.37599 10.24030
Se: 13.80769 11.60054 10.71191
C: 14.85450 13.17238 11.21330
H: 14.17732 11.22091 6.35091
H: 14.41720 12.25186 7.74589
H: 12.97312 11.23285 7.63058
H: 14.01701 7.71913 7.38633
H: 13.12537 8.39642 8.74910
H: 14.59129 7.47213 9.00487
H: 16.89555 9.54551 6.55750
H: 17.49502 9.05096 8.14130
H: 17.41085 10.76307 7.76512
H: 16.16033 10.80937 10.53227
H: 15.04258 9.51689 10.87728
H: 15.36578 13.48332 10.28189
H: 15.52922 12.96844 12.02853
H: 14.14325 13.95098 11.51151
S: 11.29259 9.80024 11.01049
C: 9.57913 9.89978 11.40309
N: 9.23142 9.96434 12.69026
C: 7.93589 10.04767 12.95226
C: 6.97668 10.11679 11.95856
C: 7.43177 10.01610 10.65933
N: 8.72189 9.91121 10.37709
H: 10.45198 9.63406 13.74239
H: 7.66801 10.04507 14.01043
H: 5.92922 10.18243 12.22993
H: 6.77593 10.02756 9.78588

## Properties
Total energy = -7436.66046 Ha
Relative energy (zero: lowest compared OMol25 entry of this formula, charge and spin) = 0.00 kJ/mol
LUMO (alpha / beta) = -0.126 / -0.176 Eh
Net charge = +1
2S+1 = 5

No. 4
Entry from the OMol25 dataset: a molecular structure, C20H23F6IN4O4S6Tl (the ωB97M-V functional and the def2-TZVPD basis).

Cartesian coordinates (Å):
Tl: -0.16624 0.02956 0.28441
C: -0.00085 2.82727 3.22246
C: 1.26827 2.08980 3.62097
S: 2.32173 1.72537 2.18028
C: 3.25065 0.28567 2.80099
C: 2.68856 -1.06819 2.36095
S: 0.89820 -1.01700 2.62232
C: 0.25877 -2.68429 2.38161
C: -1.26216 -2.59942 2.49741
S: -2.07992 -1.41106 1.36954
C: -2.84182 -0.21717 2.51509
C: -1.94139 0.73001 3.30364
S: -1.20749 1.95282 2.18557
H: 0.23631 3.71982 2.64034
H: -0.53116 3.16494 4.11401
H: 1.03186 1.16569 4.14560
H: 1.82445 2.72944 4.30771
H: 3.29591 0.36051 3.88687
H: 4.26865 0.38299 2.42693
H: 3.10715 -1.87047 2.96890
H: 2.88262 -1.27169 1.31121
H: 0.62638 -3.33679 3.17344
H: 0.57229 -3.08459 1.42038
H: -1.56389 -2.33489 3.51133
H: -1.69193 -3.57031 2.25530
H: -3.44536 -0.81289 3.20051
H: -3.53099 0.33807 1.87651
H: -1.16232 0.19223 3.84309
H: -2.56176 1.25732 4.02942
F: -2.94324 -3.23701 -3.24221
C: -1.67211 -3.62044 -3.16745
F: -1.54367 -4.53590 -2.21627
F: -1.28739 -4.12124 -4.32778
S: -0.64793 -2.14371 -2.75423
O: -1.16934 -1.70497 -1.45974
O: -0.82638 -1.22829 -3.83669
N: 0.81715 -2.68492 -2.65895
S: 1.46246 -2.99585 -1.25934
O: 1.57010 -1.80215 -0.41577
O: 1.01056 -4.17794 -0.59099
C: 3.19842 -3.28920 -1.79974
F: 3.67218 -2.20683 -2.40683
F: 3.91642 -3.51991 -0.70137
F: 3.27096 -4.32796 -2.60704
I: -4.63159 4.48667 -2.15210
C: -3.62517 2.72556 -1.81665
C: -3.17162 1.82128 -2.75153
N: -2.57136 0.83577 -2.07104
N: -2.59576 1.03134 -0.74227
C: -3.24283 2.18451 -0.58359
H: -3.23657 1.81172 -3.82637
H: -2.11471 0.02015 -2.45439
H: -3.40409 2.59944 0.39792
N: 2.36092 4.65868 -5.00313
C: 1.99225 3.94075 -4.18669
C: 1.53315 3.04179 -3.16102
C: 1.97206 1.72233 -3.14993
C: 1.52937 0.85332 -2.16263
C: 0.64801 1.32217 -1.20343
C: 0.20281 2.63651 -1.20421
C: 0.64837 3.50267 -2.18810
H: 2.65445 1.37487 -3.91349
H: 1.87495 -0.16932 -2.16275
H: -0.50453 2.99392 -0.46623
H: 0.30915 4.52937 -2.21074

## Properties
Total energy = -4754.13911 Ha
Relative energy (zero: lowest compared OMol25 entry of this formula, charge and spin) = 0.00 kJ/mol
LUMO = -0.136 Eh
Net charge = +1

No. 5
Entry from the OMol25 dataset: a molecular structure, C33H33BrCoN14OP at a distorted geometry (the ωB97M-V functional and the def2-TZVPD basis).

Cartesian coordinates (Å):
Co: -0.14263 -0.55566 0.30226
C: -2.14344 -2.51162 5.07876
C: -2.11686 -3.44058 4.05085
C: -2.01660 -3.01982 2.73393
C: -1.94337 -1.66433 2.44118
C: -1.95835 -0.73123 3.47014
C: -2.05512 -1.15870 4.78319
N: -1.83498 -1.22758 1.06935
N: -1.18530 -2.16801 0.26095
C: -1.24822 -1.72756 -1.01314
C: -0.73309 -2.45114 -2.12058
C: -0.79536 -1.88328 -3.35368
C: -1.38459 -0.60643 -3.51617
C: -1.94955 0.00770 -2.44401
N: -1.92422 -0.54129 -1.19605
H: -2.25187 -2.83397 6.10542
H: -2.19113 -4.49767 4.26700
H: -1.99407 -3.73497 1.92415
H: -1.88115 0.32048 3.24452
H: -2.06570 -0.43042 5.58356
H: -0.28205 -3.41490 -1.93445
H: -0.38856 -2.40244 -4.21069
H: -1.39219 -0.12723 -4.48347
H: -2.37975 0.99650 -2.52888
Br: 10.18792 -0.33200 -1.92991
C: 8.57927 0.48963 -2.49632
C: 7.65229 0.90311 -1.54769
C: 6.47187 1.48721 -1.95436
C: 6.19546 1.65077 -3.33050
C: 7.15398 1.22591 -4.27166
C: 8.33782 0.65986 -3.85644
N: 5.02409 2.14588 -3.79433
N: 4.11008 2.73284 -3.15092
C: 3.06675 2.33120 -2.44636
C: 2.20130 3.32487 -1.91483
C: 1.18964 3.04132 -1.02803
C: 0.95191 1.72130 -0.60466
O: 0.05521 1.36335 0.27403
C: 1.76351 0.69974 -1.17608
N: 1.45944 -0.55703 -0.74855
C: 2.20232 -1.57424 -1.15564
C: 3.20874 -1.42467 -2.10185
C: 3.46670 -0.16759 -2.62429
C: 2.78967 0.94397 -2.11867
H: 7.85811 0.76217 -0.49537
H: 5.74319 1.81552 -1.22388
H: 6.93523 1.35687 -5.32263
H: 9.07615 0.33769 -4.57720
H: 2.39526 4.34725 -2.21007
H: 0.56841 3.83786 -0.63983
H: 1.97359 -2.54476 -0.72982
H: 3.77686 -2.28637 -2.42097
H: 4.18639 -0.05709 -3.42142
N: 1.73707 0.80129 5.00999
N: 1.72197 0.07423 3.85848
N: 2.64726 -0.80566 3.56929
C: 2.18179 -1.31025 2.43703
N: 1.02100 -0.74573 2.08345
N: 0.74466 0.14703 3.00857
H: 2.66812 0.87243 5.38957
H: 1.24469 1.67486 4.90513
H: 2.68706 -2.08413 1.88822
C: -5.24385 1.96072 -0.26454
N: -4.40999 1.96728 0.93145
C: -5.13664 1.32320 2.02522
N: -5.64081 -0.00351 1.68310
C: -6.45310 0.06784 0.48271
N: -5.69514 0.62152 -0.62891
C: -4.63660 -0.24770 -1.07965
P: -3.26092 -0.38441 0.25336
C: -3.09855 1.38991 0.68382
C: -4.55236 -0.95948 1.53370
H: -4.69783 2.41109 -1.09602
H: -6.13165 2.56300 -0.06715
H: -5.98329 1.95858 2.28953
H: -4.48121 1.23237 2.89355
H: -7.31498 0.70895 0.67265
H: -6.80838 -0.93126 0.22592
H: -4.23924 0.13996 -2.01613
H: -5.03626 -1.24704 -1.26873
H: -2.61689 1.91799 -0.14137
H: -2.45553 1.50341 1.55578
H: -4.12714 -1.13577 2.51334
H: -4.95628 -1.91116 1.17273

## Properties
Total energy = -6416.90869 Ha
Relative energy (zero: lowest compared OMol25 entry of this formula, charge and spin) = 183.23 kJ/mol
LUMO (alpha / beta) = -0.103 / -0.105 Eh
Net charge = +1
2S+1 = 4

No. 6
Entry from the OMol25 dataset: 2 unconnected molecules or ions with the total composition C3H10N2O at a distorted geometry (the ωB97M-V functional and the def2-TZVPD basis).

Cartesian coordinates (Å):
H: 0.62168 -0.65002 -0.38328
N: 1.37985 -0.74792 -1.03941
C: 2.60913 -0.34892 -0.81560
N: 3.15925 0.14759 0.39035
H: 3.25839 -0.22598 -1.71415
H: 2.96609 -0.36776 1.21167
H: 3.72848 0.98543 0.46865
C: -1.90273 0.35151 1.03358
C: -2.36107 0.00716 -0.35508
O: -1.39816 -0.11479 -1.32576
H: -2.80104 0.36817 1.66104
H: -1.27200 -0.31642 1.58430
H: -1.54384 1.28313 1.21818
H: -3.05497 0.88360 -0.57902
H: -2.88640 -0.95267 -0.22578
H: -0.50266 -0.30212 -1.12969

## Properties
Total energy = -304.97706 Ha
Relative energy (zero: lowest compared OMol25 entry of this formula, charge and spin) = 256.23 kJ/mol
LUMO = 0.032 Eh
Structure (SMILES) = [H]/N=C\N.CCO

> Among the records above, which one has the lowest total energy?

C35H40GeN5O2OsS2SeSi

> Which of these has the highest total energy?

C3H10N2O